# C8H14O

A structure of composition C8H14O at a distorted geometry (ωB97M-V/def2-TZVPD, the Open Molecules 2025 dataset).

Orbital gap, eV: 8.74
Highest occupied orbital energy, eV: -8.28
Energy relative to the best compared isomer or geometry (same formula, charge and spin), kcal/mol: 187.7

Cartesian coordinates (Å):
C: 0.901 2.344 0.025
C: -0.147 1.544 -0.051
C: -0.194 0.268 0.298
C: 0.860 -0.416 1.092
C: 1.772 -1.317 0.130
C: -1.138 -0.675 -0.110
C: -2.341 0.040 -0.484
C: -1.097 -2.032 -0.013
H: 0.414 3.448 0.732
H: 1.279 2.821 -1.083
H: 1.926 1.946 0.444
H: -0.816 1.967 -1.004
H: 1.075 0.479 1.673
H: 0.284 -1.018 1.852
H: 1.343 -2.269 -0.113
H: 2.660 -1.796 0.645
H: 1.815 -0.233 -1.743
H: -2.735 0.653 0.438
H: -3.509 -0.381 -0.056
H: -2.823 0.515 -1.601
H: -0.067 -2.430 0.289
H: -1.877 -2.649 -0.310
O: 2.415 -0.810 -1.051



# C24H57N

A cluster of 4 separate species, C24H57N in total at a distorted geometry (ωB97M-V/def2-TZVPD, the Open Molecules 2025 dataset).

Orbital gap, eV: 8.33
Highest occupied orbital energy, eV: -7.62
Energy relative to the best compared isomer or geometry (same formula, charge and spin), kcal/mol: 68.6

Cartesian coordinates (Å):
C: -6.602 -3.278 -1.800
C: -5.054 -2.990 -1.642
N: -4.446 -3.948 -0.650
C: -3.171 -4.576 -0.873
C: -1.970 -3.463 -0.941
C: -4.796 -3.660 0.757
C: -5.240 -5.016 1.373
H: -7.054 -2.851 -1.069
H: -6.874 -4.340 -1.903
H: -6.941 -2.833 -2.740
H: -4.779 -1.947 -1.457
H: -4.302 -3.198 -2.383
H: -3.216 -4.990 -1.936
H: -2.953 -5.173 -0.046
H: -1.166 -4.020 -0.992
H: -2.139 -2.913 0.009
H: -1.849 -2.934 -1.742
H: -5.612 -3.038 0.936
H: -4.177 -3.189 1.245
H: -6.130 -5.438 0.831
H: -5.488 -4.717 2.430
H: -4.257 -5.606 1.333
C: 5.220 4.680 1.093
C: 4.380 5.484 0.139
C: 3.275 4.683 -0.466
C: 1.836 5.014 0.179
C: 0.638 4.211 -0.441
C: 0.526 2.787 -0.108
H: 5.796 4.054 0.419
H: 4.686 4.228 1.925
H: 6.006 5.326 1.626
H: 5.172 5.724 -0.506
H: 3.970 6.426 0.537
H: 3.391 3.546 -0.572
H: 3.316 4.972 -1.639
H: 1.499 6.060 0.246
H: 1.930 4.763 1.250
H: 0.561 4.428 -1.444
H: -0.337 4.651 0.072
H: 1.321 2.120 -0.252
H: -0.337 2.441 -0.493
H: 0.376 2.711 0.954
C: 3.547 -1.359 2.678
C: 2.146 -0.804 2.612
C: 1.410 -1.031 3.991
C: -0.051 -0.760 3.692
C: -0.826 -0.621 4.987
C: -2.304 -0.610 4.629
H: 3.979 -1.177 1.749
H: 3.632 -2.499 2.798
H: 3.990 -0.883 3.502
H: 1.703 -1.246 1.850
H: 2.190 0.139 2.396
H: 2.039 -0.266 4.601
H: 1.796 -1.989 4.428
H: -0.512 -1.447 2.991
H: -0.081 0.252 3.197
H: -0.646 0.348 5.430
H: -0.483 -1.508 5.523
H: -2.322 -1.641 4.010
H: -2.649 0.164 4.012
H: -3.006 -0.813 5.458
C: 2.348 2.507 -5.418
C: 2.943 1.805 -4.078
C: 1.837 1.381 -3.027
C: 1.069 0.115 -3.498
C: 0.145 -0.548 -2.343
C: 0.995 -1.131 -1.243
H: 1.964 1.936 -5.993
H: 3.046 3.190 -5.860
H: 1.511 3.138 -5.540
H: 3.651 2.664 -3.577
H: 3.426 0.987 -4.297
H: 1.149 2.021 -2.969
H: 2.478 0.982 -2.130
H: 1.949 -0.771 -3.914
H: 0.511 0.385 -4.393
H: -0.575 -1.340 -2.947
H: -0.398 0.313 -1.972
H: 1.483 -2.080 -1.379
H: 0.320 -1.603 -0.437
H: 1.595 -0.365 -0.790



# CH3ClN2O2

A cluster of 2 separate species, CH3ClN2O2 in total at a distorted geometry (ωB97M-V/def2-TZVPD, the Open Molecules 2025 dataset).

Orbital gap, eV: 10.12
Highest occupied orbital energy, eV: -10.12
Energy relative to the best compared isomer or geometry (same formula, charge and spin), kcal/mol: 42.2

Cartesian coordinates (Å):
C: 1.511 0.008 -1.150
N: 0.512 0.154 1.095
N: 0.436 0.693 -0.028
O: 1.903 -1.079 -1.548
O: -0.136 0.772 2.048
Cl: -2.221 -1.221 -0.318
H: -3.469 -1.873 -0.310
H: 1.881 0.816 -1.684
H: -0.418 1.730 1.895



# CaH6N3O12

A structure of composition CaH6N3O12 at a distorted geometry (ωB97M-V/def2-TZVPD, the Open Molecules 2025 dataset).

Orbital gap, eV: 6.53
Total charge: -1
Highest occupied orbital energy, eV: -5.34
Energy relative to the best compared isomer or geometry (same formula, charge and spin), kcal/mol: 23.0

Cartesian coordinates (Å):
Ca: -4.698 -8.160 -1.988
N: -6.841 -5.697 -2.324
O: -7.549 -4.991 -3.014
O: -7.110 -5.948 -1.125
O: -5.768 -6.197 -2.799
N: -7.807 -9.101 -3.362
O: -8.723 -8.402 -2.936
O: -6.707 -9.143 -2.700
O: -7.907 -9.790 -4.380
N: -3.188 -8.213 -5.185
O: -3.196 -9.268 -5.836
O: -2.664 -7.171 -5.593
O: -3.731 -8.194 -4.037
O: -5.387 -7.535 0.133
H: -5.110 -7.552 1.052
H: -6.272 -7.113 0.111
O: -3.134 -6.506 -1.558
H: -2.219 -6.683 -1.319
H: -3.112 -5.738 -2.146
O: -2.941 -9.329 -1.039
H: -3.003 -9.638 -0.127
H: -2.094 -9.652 -1.367



# C4H6N2

An isolated molecule of C4H6N2 (ωB97M-V/def2-TZVPD, the Open Molecules 2025 dataset).

Orbital gap, eV: 9.08
Highest occupied orbital energy, eV: -8.15
Energy relative to the best compared isomer or geometry (same formula, charge and spin), kcal/mol: 73.4

Cartesian coordinates (Å):
N: -0.446 -0.731 -1.204
C: -1.190 0.204 -0.926
C: -0.891 1.056 0.285
C: 0.210 0.538 1.172
C: 0.315 -1.669 -1.600
N: 1.220 1.252 1.451
H: -0.615 2.053 -0.076
H: -1.822 1.177 0.851
H: 0.080 -0.494 1.530
H: 1.138 -1.434 -2.266
H: 0.136 -2.686 -1.269
H: 1.864 0.735 2.053



# C4H8NOS

The ion C4H8NOS with charge +1 at a distorted geometry (ωB97M-V/def2-TZVPD, the Open Molecules 2025 dataset).

Orbital gap, eV: 8.76
Total charge: +1
Highest occupied orbital energy, eV: -13.95
Energy relative to the best compared isomer or geometry (same formula, charge and spin), kcal/mol: 99.5

Cartesian coordinates (Å):
C: -1.090 -1.111 0.169
C: 0.189 0.722 -0.962
C: -0.578 1.534 0.123
C: 1.417 -0.915 0.635
N: 0.515 -0.643 -0.469
O: -2.022 -0.596 -0.718
S: -1.871 0.404 0.569
H: -1.191 -2.115 0.643
H: -0.196 0.481 -1.959
H: 1.225 1.013 -1.222
H: -0.185 1.766 1.152
H: -1.037 2.431 -0.318
H: 2.292 -1.095 0.088
H: 1.082 -1.878 1.110
H: 1.449 0.003 1.159



# C4H6O2Sm

A structure of composition C4H6O2Sm at a distorted geometry (ωB97M-V/def2-TZVPD, the Open Molecules 2025 dataset).

Orbital gap (alpha / beta), eV: 6.52 / 7.61
Multiplicity: 7
Total charge: +2
Expectation value of S²: 12.169
Highest occupied orbital energy (alpha / beta), eV: -17.72 / -17.86
Energy relative to the best compared isomer or geometry (same formula, charge and spin), kcal/mol: 8.8

Cartesian coordinates (Å):
O: 3.659 0.449 -0.540
C: 3.276 -0.502 0.208
H: 4.625 0.576 -0.596
H: 4.117 -1.034 0.688
C: -0.844 1.190 -0.034
C: -2.051 0.685 -0.258
C: -2.559 -0.648 0.220
O: -1.467 -1.490 0.242
Sm: 0.694 -1.130 0.424
H: -2.783 1.318 -0.786
H: -0.301 2.118 -0.208
H: -3.275 -1.016 -0.541
H: -3.090 -0.515 1.182



# C32H48ClF12N4O13P

A cluster of 5 separate species, C32H48ClF12N4O13P in total at a distorted geometry (ωB97M-V/def2-TZVPD, the Open Molecules 2025 dataset).

Orbital gap, eV: 7.68
Highest occupied orbital energy, eV: -7.87

Cartesian coordinates (Å):
C: 1.633 4.214 1.866
C: 2.644 3.360 2.708
C: 1.970 2.235 3.571
C: 2.376 0.797 3.100
C: 1.246 -0.040 2.435
C: 0.305 0.713 1.476
N: 0.854 0.967 0.144
N: 2.114 1.566 0.087
C: 3.038 0.755 -0.056
O: 3.786 -0.115 -0.143
C: 0.205 0.755 -0.975
N: 0.815 1.112 -2.163
C: 0.682 2.551 -2.528
O: -0.412 3.101 -2.633
O: 1.777 3.151 -2.672
C: 0.662 0.128 -3.244
Cl: 0.966 0.961 -4.833
C: 1.778 -0.951 -3.131
C: 3.193 -0.322 -3.258
N: -1.073 0.194 -0.911
C: -2.067 0.874 -1.741
C: -2.679 2.111 -1.032
O: -2.068 2.826 -0.312
O: -4.020 2.335 -1.292
P: -1.067 -1.556 -0.843
C: -1.702 -2.336 -2.411
C: -2.375 -1.955 0.442
H: 1.736 5.277 2.122
H: 0.596 3.858 1.926
H: 1.922 4.144 0.804
H: 3.177 4.063 3.370
H: 3.402 2.963 2.021
H: 2.389 2.361 4.584
H: 0.887 2.387 3.660
H: 3.293 0.881 2.502
H: 2.673 0.246 4.010
H: 1.719 -0.880 1.891
H: 0.656 -0.504 3.238
H: 0.012 1.697 1.883
H: -0.636 0.151 1.444
H: -0.336 -0.311 -3.355
H: 1.652 -1.586 -4.025
H: 1.639 -1.550 -2.217
H: 3.251 0.690 -2.829
H: 3.938 -1.006 -2.827
H: 3.457 -0.212 -4.320
H: -2.917 0.187 -1.902
H: -1.733 1.188 -2.742
H: -4.574 1.789 -0.714
H: -0.839 -2.845 -2.871
H: -2.036 -1.570 -3.126
H: -2.454 -3.112 -2.218
H: -2.050 -2.758 1.114
H: -3.258 -2.337 -0.101
H: -2.708 -1.058 0.977
C: -9.990 0.944 0.889
C: -9.315 -0.010 1.853
O: -8.011 -0.404 1.380
C: -7.049 0.500 1.515
O: -7.170 1.588 1.988
C: -5.725 -0.067 0.998
F: -5.850 -0.618 -0.215
F: -5.252 -1.014 1.814
F: -4.781 0.885 0.900
H: -10.041 0.504 -0.108
H: -10.999 1.178 1.228
H: -9.436 1.878 0.799
H: -9.896 -0.926 1.931
H: -9.239 0.412 2.855
C: -2.769 5.133 -3.214
C: -3.618 6.384 -3.284
O: -4.570 6.325 -4.369
C: -5.634 5.558 -4.172
O: -5.869 4.927 -3.184
C: -6.556 5.617 -5.391
F: -5.886 5.420 -6.534
F: -7.157 6.813 -5.482
F: -7.514 4.694 -5.330
H: -2.273 4.953 -4.168
H: -2.013 5.222 -2.436
H: -3.375 4.253 -2.999
H: -2.984 7.245 -3.488
H: -4.135 6.578 -2.344
C: 4.244 -5.889 1.981
C: 3.458 -4.604 1.825
O: 2.519 -4.683 0.735
C: 1.416 -5.387 0.963
O: 1.142 -5.947 1.981
C: 0.512 -5.350 -0.271
F: 1.179 -5.640 -1.392
F: -0.023 -4.126 -0.431
F: -0.494 -6.215 -0.180
H: 4.740 -6.147 1.045
H: 4.991 -5.785 2.762
H: 3.593 -6.724 2.239
H: 4.137 -3.788 1.579
H: 2.942 -4.330 2.746
C: 8.876 -1.494 2.808
C: 8.003 -2.410 3.641
O: 7.639 -3.598 2.914
C: 8.590 -4.523 2.797
O: 9.693 -4.445 3.243
C: 8.052 -5.732 2.030
F: 7.433 -5.370 0.898
F: 7.164 -6.415 2.769
F: 9.020 -6.576 1.692
H: 8.383 -1.252 1.866
H: 9.086 -0.571 3.348
H: 9.825 -1.968 2.560
H: 7.068 -1.906 3.883
H: 8.480 -2.678 4.584



# C4H8NO2

The ion C4H8NO2 with charge +1 at a distorted geometry (ωB97M-V/def2-TZVPD, the Open Molecules 2025 dataset).

Orbital gap, eV: 9.78
Total charge: +1
Highest occupied orbital energy, eV: -14.16
Energy relative to the best compared isomer or geometry (same formula, charge and spin), kcal/mol: 34.7

Cartesian coordinates (Å):
C: -1.489 0.487 -0.162
C: -0.156 0.052 0.038
C: 1.077 0.653 -0.050
C: 2.324 -0.135 -0.110
N: -2.486 -0.830 0.282
O: -2.097 1.446 -0.547
O: 1.208 1.951 -0.206
H: -0.049 -1.069 0.222
H: 3.240 0.230 0.506
H: 2.545 -0.384 -1.157
H: 2.067 -1.046 0.508
H: -1.954 -1.739 0.564
H: -3.177 -1.166 -0.425
H: -3.089 -0.580 1.083
H: 2.035 2.130 -0.546



# C26H56BrO3PS

A cluster of 2 separate species, C26H56BrO3PS in total (ωB97M-V/def2-TZVPD, the Open Molecules 2025 dataset).

Orbital gap, eV: 9.63
Highest occupied orbital energy, eV: -9.05

Cartesian coordinates (Å):
C: -3.032 3.460 -3.494
O: -3.272 3.029 -4.814
C: -2.219 3.317 -5.725
C: -1.717 2.043 -6.380
C: -1.034 1.091 -5.400
C: 0.252 1.655 -4.790
C: 1.234 0.584 -4.316
C: 2.644 1.118 -4.074
C: 3.668 0.033 -3.696
C: 4.013 -0.023 -2.204
C: 2.800 -0.259 -1.302
C: 2.263 -1.698 -1.447
P: 1.857 -2.409 0.170
S: 0.159 -0.896 0.504
Br: 3.890 -3.786 0.179
C: 0.788 -3.858 0.409
C: 0.270 -3.975 1.854
C: 0.150 -5.440 2.310
C: -1.078 -5.697 3.182
C: -1.154 -4.869 4.474
C: 0.161 -4.715 5.248
C: -0.033 -4.578 6.763
C: 1.019 -3.697 7.428
C: 0.835 -3.567 8.942
C: 1.309 -2.236 9.505
O: 0.220 -1.331 9.487
C: 0.595 -0.002 9.774
H: -2.809 4.532 -3.447
H: -3.941 3.265 -2.928
H: -2.205 2.914 -3.026
H: -2.600 4.011 -6.479
H: -1.404 3.826 -5.197
H: -2.570 1.544 -6.849
H: -1.023 2.316 -7.181
H: -1.747 0.845 -4.606
H: -0.814 0.148 -5.910
H: 0.009 2.299 -3.939
H: 0.751 2.304 -5.520
H: 1.279 -0.228 -5.051
H: 0.845 0.131 -3.397
H: 2.613 1.876 -3.283
H: 2.976 1.644 -4.974
H: 4.597 0.178 -4.250
H: 3.284 -0.944 -4.012
H: 4.506 0.907 -1.906
H: 4.734 -0.828 -2.033
H: 2.001 0.437 -1.558
H: 3.065 -0.028 -0.267
H: 2.995 -2.338 -1.935
H: 1.328 -1.721 -2.010
H: 2.442 -1.840 1.291
H: -0.872 -1.722 0.289
H: 1.373 -4.735 0.148
H: -0.025 -3.753 -0.314
H: 0.931 -3.428 2.531
H: -0.700 -3.485 1.945
H: 0.102 -6.093 1.435
H: 1.060 -5.725 2.843
H: -1.128 -6.762 3.427
H: -1.965 -5.480 2.579
H: -1.891 -5.331 5.138
H: -1.556 -3.878 4.241
H: 0.811 -5.569 5.042
H: 0.703 -3.834 4.890
H: -0.014 -5.569 7.229
H: -1.025 -4.165 6.973
H: 0.985 -2.704 6.966
H: 2.014 -4.099 7.209
H: -0.227 -3.653 9.188
H: 1.340 -4.383 9.464
H: 2.125 -1.833 8.887
H: 1.697 -2.335 10.527
H: 1.431 0.039 10.479
H: -0.260 0.498 10.227
H: 0.881 0.532 8.862
C: -3.826 8.072 -5.411
C: -2.959 6.850 -5.702
C: -1.711 7.162 -4.886
O: -2.156 7.902 -3.750
C: -3.508 8.322 -3.942
H: -4.888 7.903 -5.585
H: -3.508 8.920 -6.022
H: -3.444 5.946 -5.327
H: -2.744 6.708 -6.761
H: -1.003 7.767 -5.462
H: -1.190 6.269 -4.535
H: -4.165 7.732 -3.293
H: -3.589 9.370 -3.652



# C22H26MoN3S2

A structure of composition C22H26MoN3S2 at a distorted geometry (ωB97M-V/def2-TZVPD, the Open Molecules 2025 dataset).

Orbital gap (alpha / beta), eV: 5.82 / 6.91
Multiplicity: 3
Total charge: -1
Expectation value of S²: 2.021
Highest occupied orbital energy (alpha / beta), eV: -3.08 / -4.37
Energy relative to the best compared isomer or geometry (same formula, charge and spin), kcal/mol: 4.8

Cartesian coordinates (Å):
Mo: 0.136 0.416 0.231
C: 2.528 0.279 1.120
C: 1.992 1.600 1.234
C: 1.847 2.116 -0.077
C: 2.200 1.088 -0.998
C: 2.638 -0.037 -0.250
C: 3.130 -1.337 -0.805
C: 2.186 1.250 -2.488
C: 1.418 3.497 -0.463
C: 1.766 2.366 2.504
C: 3.043 -0.564 2.242
H: 2.699 -2.175 -0.252
H: 4.220 -1.420 -0.742
H: 2.849 -1.450 -1.852
H: 1.337 1.857 -2.805
H: 2.111 0.288 -2.993
H: 3.097 1.744 -2.841
H: 0.528 3.472 -1.094
H: 2.214 4.014 -1.008
H: 1.175 4.091 0.418
H: 0.927 3.053 2.396
H: 2.649 2.946 2.788
H: 1.533 1.692 3.330
H: 2.889 -1.624 2.044
H: 2.547 -0.330 3.185
H: 4.115 -0.392 2.378
S: -1.493 -0.892 -1.093
C: -1.323 -2.571 -0.681
C: -1.970 -3.545 -1.442
C: -1.924 -4.888 -1.094
C: -2.599 -5.859 -1.910
N: -3.134 -6.632 -2.573
C: -1.217 -5.278 0.055
C: -0.570 -4.312 0.815
C: -0.604 -2.963 0.465
S: 0.272 -1.801 1.422
C: -1.150 -6.658 0.447
N: -1.089 -7.764 0.759
H: -2.519 -3.244 -2.324
H: -0.022 -4.614 1.698
C: -2.740 2.376 -1.434
C: -2.384 2.284 0.056
C: -3.442 1.462 0.802
C: -2.321 3.695 0.653
N: -1.089 1.668 0.201
H: -3.671 2.931 -1.581
H: -2.856 1.376 -1.851
H: -1.941 2.889 -1.975
H: -4.433 1.905 0.673
H: -3.204 1.434 1.868
H: -3.450 0.440 0.427
H: -3.307 4.168 0.644
H: -1.625 4.316 0.086
H: -1.971 3.637 1.686



# C5H14N2O

An isolated molecule of C5H14N2O at a distorted geometry (ωB97M-V/def2-TZVPD, the Open Molecules 2025 dataset).

Orbital gap, eV: 8.74
Highest occupied orbital energy, eV: -7.83
Energy relative to the best compared isomer or geometry (same formula, charge and spin), kcal/mol: 110.2

Cartesian coordinates (Å):
C: -0.405 -0.469 0.212
C: 0.701 -0.823 -0.767
C: -0.368 -1.307 1.505
C: -1.813 -0.569 -0.389
C: 2.057 0.372 -0.390
N: -0.076 0.966 0.642
N: -0.769 2.090 0.080
O: 0.335 -0.582 -2.120
H: 0.346 0.387 -2.253
H: 0.566 1.026 1.430
H: 1.060 -1.850 -0.664
H: -0.256 2.643 -0.608
H: -0.999 2.803 0.777
H: -1.949 0.038 -1.287
H: -0.893 -2.256 1.366
H: 0.656 -1.541 1.808
H: -0.859 -0.773 2.326
H: -2.579 -0.259 0.328
H: -2.015 -1.597 -0.705
H: 2.751 -0.244 0.179
H: 2.372 0.537 -1.420
H: 2.139 1.407 -0.050